#A
{
  "formula": "C6H20N2O2",
  "method": "ωB97M-V/def2-TZVPD",
  "species": ["C", "N", "C", "C", "N", "C", "C", "C", "H", "H", "H", "H", "H", "H", "H", "H", "H", "H", "H", "H", "H", "H", "H", "H", "H", "H", "O", "H", "H", "O"],
  "xyz": [[1.84822, -1.10809, -1.45743], [0.70632, -0.27743, -1.08463], [-0.59630, -1.03344, -1.22376], [-1.77325, -0.37550, -0.47480], [-1.39364, -0.15481, 0.93462], [-1.63814, 1.25324, 1.38833], [-0.28689, 2.05566, 1.28022], [2.13355, -2.12663, -0.45306], [2.61410, -0.43864, -1.65049], [1.59987, -1.42741, -2.49744], [0.93746, 0.00994, -0.21785], [-0.49037, -2.08265, -0.93801], [-0.90588, -0.96400, -2.25691], [-2.26984, 0.47366, -1.02747], [-2.54570, -1.23760, -0.56317], [-2.07373, -0.76852, 1.54462], [-2.37225, 1.97851, 0.89952], [-2.00894, 1.43820, 2.31624], [-0.43874, 2.87441, 0.65104], [-0.02187, 2.50400, 2.25279], [0.36560, 1.24736, 0.98160], [1.75935, -1.93136, 0.59109], [1.79150, -3.20576, -0.70802], [3.26055, -2.29811, -0.31590], [1.06854, -1.07419, 3.17449], [0.65196, 0.36307, 3.09321], [0.61653, -0.36492, 3.64217], [-0.15957, 1.54280, -1.93175], [0.95740, 1.62813, -2.97111], [0.00455, 1.91522, -2.85883]],
  "nbo_charge": [-0.251, -0.637, -0.236, -0.242, -0.654, -0.238, -0.634, -0.650, 0.197, 0.198, 0.345, 0.177, 0.204, 0.206, 0.194, 0.379, 0.176, 0.202, 0.217, 0.204, 0.201, 0.212, 0.219, 0.221, 0.467, 0.464, -0.929, 0.482, 0.466, -0.960],
  "charge": 0,
  "e_homo_ev": -9.1,
  "orbital_gap_ev": 9.8803,
  "smiles": "CCNCCNCC.O.O"
}

#B
{
  "formula": "C6H20N2O2",
  "method": "ωB97M-V/def2-TZVPD",
  "species": ["C", "C", "C", "N", "C", "N", "C", "C", "H", "H", "H", "H", "H", "H", "H", "H", "H", "H", "H", "H", "H", "H", "H", "H", "H", "H", "O", "H", "H", "O"],
  "xyz": [[0.44359, -1.27363, 1.12244], [0.26203, -1.34738, -0.38895], [0.40194, -2.86719, -0.71516], [1.72303, -3.34643, -0.50791], [0.80837, 0.14807, 1.50461], [-0.20879, 1.25762, 1.73220], [-0.44384, 2.07481, 0.50135], [-0.75177, 3.40928, 1.16128], [-0.37741, -1.63964, 1.63246], [1.23975, -1.98388, 1.37737], [0.88532, -0.67778, -0.96722], [-0.67302, -0.92144, -0.64302], [-0.25154, -3.28410, 0.07007], [-0.05448, -3.19531, -1.69707], [2.29313, -2.82013, 0.03199], [2.18474, -3.51875, -1.40857], [1.52817, 0.44211, 0.78112], [1.48451, 0.22896, 2.39565], [-1.10046, 0.89061, 2.02511], [-1.29991, 1.69056, -0.09806], [0.42207, 2.23890, -0.11784], [-1.62406, 3.49322, 1.87566], [-0.90622, 4.24443, 0.38624], [0.15510, 3.80641, 1.68697], [-2.75382, 0.30181, -0.12753], [-3.57615, -0.76827, -0.80655], [-3.32839, 0.15853, -0.85266], [1.91759, 1.11526, -3.26898], [0.50154, 1.37269, -3.59310], [1.09897, 0.77068, -3.09190]],
  "nbo_charge": [-0.419, -0.427, -0.207, -0.842, -0.226, -0.629, -0.234, -0.607, 0.198, 0.199, 0.217, 0.198, 0.160, 0.198, 0.351, 0.360, 0.187, 0.187, 0.348, 0.165, 0.203, 0.210, 0.190, 0.213, 0.462, 0.470, -0.930, 0.460, 0.471, -0.928],
  "charge": 0,
  "e_homo_ev": -8.7,
  "orbital_gap_ev": 9.3215,
  "smiles": "CCNCCCCN.O.O"
}

The least stable of the structures above is #A, whereas #B is the most stable.